The following is a quantum chemistry calculation of 9 unconnected molecules or ions with the total composition C46H108F6N7O11, from OMol25.

```
178
C46H108F6N7O11, DFT wB97M-V/def2-TZVPD
F 17.48980 -20.13309 -5.35785
F 19.66098 -13.19236 -7.66232
F 20.71176 -14.26672 -6.09407
F 19.55324 -19.45469 -5.51995
F 21.32926 -14.55466 -8.15345
F 18.76388 -20.73582 -7.04264
O 20.50564 -17.08540 1.40312
O 25.86009 -16.49466 -3.94039
O 20.59043 -22.01817 -5.17169
O 18.26633 -22.71783 -5.20097
O 18.79414 -15.65053 -8.56980
O 15.76839 -15.51063 -10.38419
O 18.29056 -15.26447 -6.35076
O 14.11528 -22.31493 -9.82782
O 19.62100 -25.85120 -6.43158
O 20.84349 -26.01054 -0.98321
O 19.50173 -19.44527 -11.66614
N 12.44558 -21.92392 -11.75430
N 25.41593 -17.49796 -4.47850
N 16.88656 -13.52072 -9.18610
N 21.67147 -23.02957 -2.95139
N 20.53936 -16.89269 -10.55961
N 19.37011 -15.70867 3.64772
N 19.74675 -25.96947 -7.50061
C 20.99509 -24.26781 -2.52052
C 19.31141 -15.59935 -7.28177
C 14.21972 -21.02931 -10.30187
C 20.99193 -26.92098 -9.48897
C 22.05490 -26.88705 -7.16350
C 21.47728 -27.00046 -0.15311
C 23.74740 -18.35927 -6.02879
C 17.60242 -16.42907 -5.98555
C 14.52077 -22.39591 -8.50965
C 16.37937 -16.09433 -5.17854
C 16.22668 -24.02271 -4.64479
C 18.42536 -20.39329 -11.64350
C 19.98413 -19.25556 -10.35719
C 20.09994 -15.76538 1.32193
C 18.62659 -26.62441 -9.78499
C 20.28895 -14.38245 -7.32020
C 18.51494 -25.80513 -8.42350
C 18.15239 -14.28632 2.15557
C 25.74818 -19.64919 -5.51647
C 27.65287 -18.35220 -4.55560
C 21.80729 -18.27928 -9.17367
C 19.93393 -17.88036 0.37741
C 21.02376 -18.23260 -10.40095
C 15.41673 -16.78785 -9.96045
C 21.62512 -24.95377 -1.34637
C 19.92322 -26.40197 -10.44347
C 26.01895 -19.27222 -2.97178
C 17.43817 -26.29703 -7.50177
C 21.19581 -25.17397 -3.72663
C 14.87962 -14.44908 -10.20289
C 23.83190 -17.34758 -4.91259
C 13.59538 -19.61885 -12.36187
C 21.64790 -24.75323 -8.38211
C 16.18413 -12.62215 -11.39750
C 17.29086 -22.92680 -4.19331
C 18.81151 -15.58407 2.19946
C 18.74238 -20.48523 -5.73432
C 18.39611 -24.25717 -8.55371
C 23.07507 -17.57385 -3.62828
C 23.76704 -15.92280 -5.34398
C 19.25513 -21.79787 -4.86081
C 21.13573 -26.23581 -8.15442
C 24.26245 -19.73912 -5.63517
C 26.30020 -18.78898 -4.40609
C 13.70249 -21.01697 -11.72306
C 15.67929 -13.16223 -10.05341
H 15.63970 -16.90053 -5.28116
H 20.86739 -22.43741 -4.34505
H 15.06998 -12.36523 -9.58398
H 20.02348 -16.62774 -11.38107
H 16.84357 -22.00269 -3.82926
H 17.22163 -16.93630 -6.89906
H 16.82525 -13.40810 -11.83722
H 27.72628 -17.69794 -5.42793
H 22.76573 -18.28885 -6.45805
H 18.15904 -16.42861 2.06702
H 13.14743 -19.59689 -13.36656
H 15.33440 -12.27337 -12.02016
H 13.59901 -20.33763 -9.77582
H 22.47679 -19.15577 -9.11793
H 16.63245 -15.98402 -4.12295
H 21.76763 -24.15663 -7.50417
H 24.49886 -15.72957 -6.11323
H 17.78540 -26.22685 -10.37127
H 22.63029 -25.24164 -1.63791
H 23.37362 -16.83455 -2.87484
H 26.09416 -18.42074 -2.31507
H 18.89010 -13.50133 2.27451
H 26.25672 -20.64662 -5.46048
H 14.93406 -17.37177 -10.76756
H 20.08538 -18.93024 0.69921
H 26.22928 -19.20056 -6.42769
H 18.64335 -21.24634 -10.97748
H 20.74260 -24.71066 -4.62174
H 19.91661 -15.38338 0.33265
H 19.13529 -23.82260 -9.23188
H 21.67443 -18.52521 -11.20156
H 17.49980 -19.88196 -11.38874
H 22.39162 -17.35726 -9.14497
H 28.31783 -19.20875 -4.61314
H 22.65408 -23.20616 -3.16787
H 23.77156 -15.25123 -4.49260
H 22.04649 -17.34529 -3.92217
H 16.99346 -13.48004 -8.16208
H 11.63403 -21.50185 -11.23234
H 18.28310 -17.10448 -5.45463
H 16.61934 -26.54103 -8.14440
H 22.60441 -24.95021 -8.91805
H 20.35150 -20.19464 -9.92683
H 23.15589 -18.54552 -3.16061
H 17.47480 -14.12007 3.00246
H 18.63990 -15.72260 4.35988
H 19.38881 -16.19131 -9.18095
H 19.25485 -18.82113 -9.64139
H 16.55054 -24.98225 -5.00517
H 21.79608 -27.92710 -7.05839
H 21.86871 -24.28460 -0.50390
H 20.34512 -17.64949 -0.61989
H 19.95025 -16.55886 3.69572
H 16.05284 -15.11300 -5.50650
H 24.38740 -17.95570 -6.81210
H 17.38716 -24.08157 -8.99967
H 16.25967 -17.32521 -9.59434
H 15.27364 -20.79714 -10.33851
H 15.57514 -23.53748 -5.36846
H 26.84248 -19.86060 -2.64812
H 19.93846 -25.32289 -10.59231
H 22.04593 -26.38146 -6.20902
H 13.03643 -18.90306 -11.75705
H 12.72616 -22.83532 -11.40751
H 22.32483 -26.53885 0.34730
H 19.91437 -16.38443 -6.79464
H 14.62412 -19.26832 -12.40579
H 21.28262 -16.24127 -10.46088
H 14.70024 -16.76206 -9.09991
H 14.35568 -21.66402 -12.34558
H 23.88438 -20.06485 -4.61599
H 22.77228 -15.74488 -5.71351
H 19.95540 -24.04999 -2.32188
H 17.17909 -14.48251 -9.45598
H 20.81631 -15.12280 1.80299
H 21.55979 -22.29490 -2.26525
H 19.18254 -21.56225 -3.77949
H 20.85097 -26.21311 -3.67182
H 16.80044 -11.74531 -11.16546
H 23.06784 -26.82789 -7.54554
H 21.03381 -24.21853 -9.09977
H 20.84423 -27.98308 -9.35011
H 14.37242 -14.56368 -9.26909
H 22.25866 -25.22780 -3.94182
H 21.70334 -27.92753 -0.71223
H 24.04476 -20.54992 -6.34663
H 18.34490 -23.83159 -7.55594
H 18.33887 -20.73999 -12.66663
H 25.06605 -19.73782 -2.81529
H 17.86135 -27.20555 -7.14006
H 27.94104 -17.76932 -3.70262
H 14.22082 -14.33103 -11.06210
H 18.48284 -27.64522 -9.48746
H 21.08398 -18.23906 -8.34097
H 21.99114 -26.79180 -9.93688
H 17.80966 -23.50262 -3.40470
H 17.09104 -25.60824 -6.74516
H 12.20193 -22.07119 -12.74342
H 17.56147 -14.17669 1.28501
H 15.37872 -21.73673 -8.40472
H 13.81248 -22.00615 -7.79849
H 17.68308 -12.87375 -9.45861
H 15.63842 -24.12471 -3.72475
H 19.95097 -14.90973 3.93903
H 18.86367 -17.72827 0.36933
H 14.86092 -23.37980 -8.22717
H 20.82217 -27.27295 0.68525
H 19.90153 -26.93753 -11.41323
```

Properties
HOMO level (eV): -17.057
Charge: +5

The following is a quantum chemistry calculation of 10 unconnected molecules or ions with the total composition C46H111F8N11O21S8, from OMol25.

```
205
C46H111F8N11O21S8, DFT wB97M-V/def2-TZVPD
S -0.99064 4.04024 -1.99338
S 4.45527 2.35458 4.82645
S -0.63789 5.45266 -0.18433
S 3.38882 -4.26538 -1.71246
S 5.29968 4.97885 -2.29543
S 5.45345 -3.91291 -1.01068
S 3.38220 5.27936 -0.99012
S 5.36738 0.21985 5.43341
F 5.74380 5.93609 -3.53703
F 4.88802 -1.32527 5.50784
F 3.24844 2.69876 3.74207
F 1.92483 -3.83944 -1.22289
F 2.80156 6.34713 0.12962
F -2.09751 3.11123 -2.69161
F -1.48325 6.08606 1.02993
F 6.31541 -3.35682 0.24391
O 1.25555 -1.42479 1.27225
O 0.42627 4.87969 0.63510
O 2.19361 5.05565 -1.80340
O 6.60070 4.70749 -1.69676
O 0.00721 2.98977 -1.72650
O 3.72178 4.20511 -0.05565
O 4.00468 2.97281 6.10130
O 6.01570 -5.27156 -1.12640
O 5.95531 -2.86388 -1.90889
O 3.45428 -3.50836 -3.02607
O 6.64055 0.10533 4.77866
O 4.61810 3.87919 -3.02138
O -1.20925 -1.46436 -2.27495
O 1.81093 0.36317 -6.55802
O 3.23586 -5.70327 -1.78902
O 0.47271 2.22483 4.32218
O -0.45304 6.69020 -0.92923
O 5.63031 2.93994 4.22578
O -0.73107 4.98727 -3.12574
O 5.40128 0.63789 6.84896
O -5.78590 5.07674 3.35145
N 4.20021 0.70518 4.69212
N 4.15155 -3.65618 -0.36318
N 4.32834 6.16236 -1.64094
N -4.76495 3.01887 1.28191
N 1.85549 -5.54968 3.01377
N -1.84836 4.64049 -0.62916
N 2.64943 -7.06900 1.52812
N -4.16564 -2.01296 -2.63041
N -1.33016 0.33893 -7.58782
N 3.79472 0.02266 0.77395
N 0.71353 -0.26387 6.06167
C 0.07653 -2.11686 0.88933
C -2.07404 -0.35158 -2.48177
C -3.51130 -0.74203 -2.00224
C -2.24935 0.89259 -8.66338
C 0.39547 3.48928 3.67206
C 1.02130 -0.50197 4.60392
C -3.85724 -3.28293 -1.70876
C -1.73480 2.17250 -9.46970
C -6.52319 6.17223 3.93801
C 0.09503 -1.34394 -2.91507
C 3.43085 -7.76137 0.51878
C -0.93134 1.33503 -6.51733
C -3.77206 2.00183 0.54727
C -5.47483 2.18800 2.46156
C -5.78915 3.64519 0.35307
C -1.15053 -2.05748 6.00424
C -4.64341 5.36684 2.51340
C 2.89069 -5.88205 2.17531
C 0.23727 2.32959 5.77042
C 1.38617 -1.17942 8.40634
C -5.68621 -1.86019 -2.51042
C -6.41044 2.60330 -0.60626
C 6.33487 0.80139 0.19844
C 4.17093 -1.18645 1.67526
C 1.15701 0.00636 0.91294
C -2.00366 -0.87449 -6.95909
C 1.69456 -1.09936 6.88178
C -2.48340 1.65805 1.33510
C 3.18393 0.75907 -1.72575
C 2.54051 0.69977 1.35472
C -6.29645 -1.52757 -1.15146
C 1.04102 1.19513 6.47025
C 1.69063 -4.43593 3.82066
C -0.78125 -0.63838 6.33921
C -2.19228 2.06871 -5.91365
C 3.00110 -0.12763 -5.95584
C 4.92446 1.16252 0.92899
C 3.57852 -0.35367 -0.63945
C 1.41859 -7.53009 2.04253
C -3.78957 -2.27462 -4.10822
C 0.02447 -0.22083 -8.22106
C -3.88928 4.11207 2.12553
C 4.16929 -8.95785 1.16794
C 0.95053 -6.63095 2.98913
C 1.15283 -0.70095 -7.29578
C -4.47051 -4.63984 -1.97419
H 0.99445 1.31618 7.55250
H 3.66471 -0.70904 -6.59592
H -4.06996 6.14905 3.01077
H 5.00111 1.32088 2.00470
H 4.47486 -0.89757 -0.93753
H 1.20390 -1.55102 4.37099
H -0.66687 3.72240 3.74418
H -5.97128 6.81195 4.62668
H 3.57633 0.74043 -5.63384
H -3.96265 -1.32730 -4.61885
H -3.03436 4.36376 1.49794
H -2.77262 1.34348 -5.34326
H -3.66196 -0.82448 -0.92585
H -4.14866 0.08361 -2.31878
H -5.95612 -0.64879 -0.60373
H 0.87075 0.19907 -0.12099
H -7.34553 5.74804 4.51415
H 4.64024 -8.68107 2.11119
H 0.44161 -1.63868 8.69789
H -0.90081 -2.24343 4.95966
H 6.23921 0.61865 -0.87187
H -0.54157 0.73666 -5.69384
H 2.59964 -3.84080 3.90806
H -2.80354 -3.25790 -1.98655
H -2.94523 -0.77606 -6.41883
H -3.26850 1.05659 -8.31332
H -7.26883 2.94314 -1.18574
H -7.37340 -1.36196 -1.12192
H 0.26521 -3.17843 1.04923
H -0.83552 2.35414 5.96177
H 4.07097 1.35396 -1.94338
H -7.10365 6.81270 3.27398
H -1.74351 0.50635 -1.89625
H 1.94592 0.03699 4.39733
H 2.47813 1.73908 1.03216
H 2.75160 0.74747 2.42302
H 0.61155 -0.44180 -2.58728
H -2.45101 2.63048 -10.15191
H 4.91356 -9.42156 0.52054
H -3.91596 -2.98352 -0.66233
H 1.33290 -0.22619 8.93228
H -0.20695 2.01949 -6.95878
H 6.95995 1.66552 0.42345
H 0.42434 0.47628 1.56904
H -5.95041 1.30185 2.04124
H -5.01380 5.81470 1.59127
H 1.63577 -2.12787 6.52566
H 0.71162 -2.23097 -2.76978
H -0.25977 -2.03336 -0.14413
H 5.15814 -1.54772 1.38719
H -2.02060 0.74782 0.95377
H -3.64577 2.49812 -0.41494
H -6.16036 -2.70976 -3.00186
H 1.43922 -4.64051 4.86136
H 0.07528 -1.20865 -3.99646
H 2.68840 -0.74119 6.61324
H -2.71338 -2.44757 -4.11243
H 0.13861 -0.21740 4.03121
H -2.24619 -1.51982 -7.80338
H -2.06900 -0.02445 -3.52152
H 4.20693 -7.08502 0.16053
H -1.92433 2.59310 1.30003
H 2.81824 -8.08608 -0.32227
H -4.73446 1.97225 3.23187
H 1.84179 -1.03842 -8.07008
H 4.07759 -0.94778 2.73471
H 2.79003 0.28100 -2.62264
H 2.36695 1.35904 -1.32489
H -6.55596 4.06271 1.00560
H 0.49844 0.53914 -8.84227
H 2.77390 -1.08550 -0.56790
H -0.75924 -1.72354 1.46804
H -2.82374 1.33649 2.31941
H 0.03086 -6.59963 3.55449
H 2.08040 1.36349 6.18840
H -5.18061 4.44078 -0.07683
H -1.37175 0.04747 5.73173
H -1.82359 2.78161 -5.17613
H 3.43505 -9.72849 1.40274
H -0.26310 -1.04502 -8.87384
H -2.21757 -2.27492 6.05171
H 3.47584 -1.96396 1.35834
H -5.55715 -4.71671 -1.93672
H 1.06286 -1.58744 -6.66797
H -1.56900 2.99115 -8.76939
H -0.76292 2.00451 -9.93373
H -2.26363 0.04323 -9.34639
H -3.37586 3.63270 2.95903
H -6.24884 -2.37355 -0.46579
H -0.65065 -2.70776 6.72214
H 0.98674 -3.74645 3.35456
H -1.31887 -1.24649 -6.19702
H -5.91071 -1.01747 -3.16426
H 1.01090 -8.42280 1.59170
H 0.71345 3.24051 6.13316
H -4.06164 -5.10563 -2.87082
H -4.39779 1.16513 0.23664
H 2.12567 -1.85036 8.84346
H 2.81075 -0.66830 -5.02874
H -0.94940 -0.32448 7.36940
H -4.43798 -3.05081 -4.51466
H 3.69214 -5.19682 1.94181
H 1.10067 4.22155 4.06521
H 4.65318 2.05651 0.36749
H -4.10517 -5.27386 -1.16632
H 6.77594 -0.09886 0.62635
H 0.65907 3.16454 2.66550
H -2.82251 2.57561 -6.64439
H -6.32739 2.66466 2.94536
H -6.83479 1.91505 0.12471
H -5.78051 2.11227 -1.34799
```

Properties
HOMO level (eV): -10.697
Relative energy (zero: lowest compared OMol25 entry of this formula, charge and spin) (kJ/mol): 1196.3
Charge: +2

| no. | E_tot (Eh) |
| --- | --- |
| 1 | -3625.64845 |
| 2 | -7984.86772 |